Density functional theory data (ωB97M-V/def2-TZVPD) for a 7-piece molecular cluster, C34H89N7O10 overall in a non-equilibrium geometry.

Values from the calculation:
HOMO level = -8.5698 eV
total charge = 0
largest force on an atom = 0.0587 Eh/bohr
structure (SMILES) = COC[C@H](C)N.COC[C@H](C)N.COC[C@H](C)N.COC[C@H](C)N.COCCNCCOC.COCCNCCOC.COCCNCCOC
energy = -67596.6062 eV

```
140
Properties=species:S:1:pos:R:3:forces:R:3
C -4.311955 -3.800132 -7.726175 1.0 1.5 -0.6
O -3.299260 -2.889327 -7.345608 1.7 0.0 0.8
C -3.453500 -1.466699 -7.303445 -1.1 -1.9 -0.8
C -2.425618 -0.899789 -6.365019 0.4 1.0 0.0
C -2.638116 -1.434072 -4.976949 0.3 -0.3 -0.4
N -2.566624 0.557040 -6.338689 -0.7 0.5 -0.3
H -5.243722 -3.238953 -7.655490 -0.6 -0.9 0.3
H -4.122152 -4.696518 -7.135782 -0.8 0.1 0.3
H -4.124781 -4.072395 -8.764893 -0.3 -0.1 -0.3
H -3.474130 -1.130795 -8.340199 0.4 0.7 0.0
H -4.448767 -1.295191 -6.893421 -0.3 0.5 0.2
H -1.415531 -1.101260 -6.721701 0.0 -0.3 -0.1
H -2.281559 -2.463426 -5.014428 -0.3 -0.1 0.8
H -3.696881 -1.322755 -4.743031 -0.1 -0.4 0.2
H -2.090115 -0.796289 -4.283390 0.2 -0.4 0.2
H -2.292173 0.906267 -5.431596 0.8 0.0 0.1
H -3.557386 0.717969 -6.226512 -0.6 0.3 -0.5
C 4.327722 6.891152 0.035603 1.7 -0.3 0.9
O 5.376553 6.313187 0.799727 0.8 -2.1 1.7
C 4.941408 5.279678 1.778195 -1.2 1.5 -0.6
C 6.031824 4.660445 2.643595 0.4 0.4 -0.1
C 5.577465 3.457165 3.439775 0.0 -0.7 -0.5
N 6.538065 5.634872 3.621832 0.2 0.2 -0.7
H 3.950484 6.173602 -0.693037 -0.5 0.1 0.1
H 4.933101 7.646067 -0.466080 -0.9 0.5 -0.3
H 3.624449 7.286307 0.768658 -0.6 0.2 -0.6
H 4.227556 5.783116 2.430173 -0.1 0.2 0.4
H 4.301718 4.571438 1.251613 0.4 -0.6 -0.2
H 6.800199 4.340027 1.940003 0.4 -0.1 -0.1
H 4.872259 3.732530 4.223980 -0.5 -0.1 -0.4
H 6.360630 2.915436 3.970125 0.6 0.6 0.0
H 5.284379 2.697090 2.715559 -0.9 -0.1 0.2
H 7.364999 5.223123 4.030167 0.1 -0.1 0.4
H 6.910028 6.407633 3.088380 -0.1 0.5 0.0
C 0.466087 -1.039520 10.380872 1.1 0.8 -0.2
O 1.395014 -0.581158 9.402581 0.7 0.0 -0.5
C 2.647604 -1.235400 9.262259 -0.1 -1.5 0.9
C 3.774368 -0.309816 8.948737 1.5 0.5 -1.4
C 5.148968 -1.006469 8.688238 -1.1 -0.4 -0.4
N 4.061611 0.654203 9.970618 -0.5 0.6 1.2
H -0.095201 -1.924103 10.079978 -0.1 0.1 -0.2
H -0.124308 -0.131868 10.506268 -0.6 -0.5 0.3
H 1.008180 -1.246123 11.303653 -0.1 -0.1 0.2
H 2.925577 -1.818259 10.140380 -0.2 0.3 0.9
H 2.628791 -2.064361 8.554759 -0.3 0.3 -0.8
H 3.481725 0.261802 8.067985 -0.1 -0.3 -0.7
H 5.065751 -1.759065 7.904154 -0.1 -0.3 0.1
H 5.503194 -1.439300 9.623787 0.0 -0.1 -0.1
H 5.920665 -0.334350 8.312952 -0.2 0.4 0.2
H 3.190304 1.087610 10.240918 -0.2 0.2 0.3
H 4.588340 1.395774 9.531604 0.3 0.1 0.2
C 2.090840 2.200875 -2.983042 0.3 -0.6 0.1
O 1.697478 2.208638 -1.644869 -1.1 1.4 0.9
C 1.956183 1.058556 -0.864567 -0.6 0.1 -0.5
C 1.357301 1.229536 0.561615 -0.8 -0.6 0.2
C 1.644513 0.049358 1.450937 1.5 -1.0 0.0
N -0.122727 1.232752 0.529305 0.1 0.5 -1.1
H 3.156884 1.973617 -2.980450 0.2 -0.1 -0.6
H 1.918596 3.156036 -3.479133 0.0 0.2 0.5
H 1.517781 1.479344 -3.565360 0.1 -0.4 -0.1
H 1.470217 0.220969 -1.364956 -0.5 -0.4 0.2
H 3.011503 0.814011 -0.985415 0.5 0.1 0.9
H 1.598882 2.158246 1.078564 1.1 0.1 -0.5
H 2.686099 -0.247460 1.328108 0.3 0.0 0.3
H 1.082068 -0.839146 1.164017 -0.3 0.2 -0.3
H 1.456425 0.188381 2.515548 -0.1 0.4 -0.1
H -0.411207 1.542985 1.446168 -0.3 -0.1 0.3
H -0.353510 2.004139 -0.080445 -0.5 0.2 -0.3
C 1.813982 -7.078623 -5.128191 0.4 0.9 0.5
O 2.501627 -6.123351 -4.252322 -0.7 -2.2 -0.1
C 2.777510 -4.897767 -4.886713 0.1 0.0 1.2
C 3.477620 -3.978264 -3.803306 -0.8 -0.5 -2.3
N 4.927598 -4.111564 -3.855739 0.4 0.7 2.3
C 5.557422 -3.211422 -2.803887 -0.1 -1.4 0.3
C 5.371456 -3.776995 -1.337905 0.0 0.7 -1.4
O 6.194180 -2.997775 -0.458718 -0.1 -1.0 0.5
C 6.125585 -3.541636 0.875171 -0.2 -0.1 -0.4
H 2.465023 -7.476953 -5.906378 0.2 0.7 -0.4
H 0.922940 -6.569899 -5.496065 0.0 -0.1 -0.5
H 1.468664 -8.009621 -4.678638 0.2 0.4 1.1
H 1.828485 -4.470647 -5.210766 -0.1 0.4 -0.1
H 3.359434 -5.114915 -5.782434 0.5 0.5 -0.1
H 2.989381 -4.210938 -2.856948 0.6 -0.3 0.1
H 3.183423 -2.951762 -4.022014 -0.1 0.4 -0.1
H 5.270919 -3.801550 -4.753587 -0.1 0.0 -0.1
H 5.208689 -2.180596 -2.866075 -0.4 0.1 0.1
H 6.630636 -3.167839 -2.989428 0.0 -0.2 0.0
H 5.581300 -4.846489 -1.352524 0.8 -0.1 0.1
H 4.323554 -3.779749 -1.037892 -0.3 0.6 0.2
H 5.213066 -3.199260 1.363216 -0.2 -0.2 0.0
H 6.950348 -3.283110 1.539270 0.3 0.6 -0.6
H 6.164947 -4.630170 0.834849 -0.3 -0.2 -0.1
C -2.311688 5.280824 -0.472373 -2.1 -0.3 0.3
O -3.552237 4.743798 -0.927755 0.4 -1.5 -1.8
C -3.753102 5.050847 -2.328121 -0.4 1.4 0.9
C -5.013178 4.369893 -2.825329 0.4 1.8 -0.2
N -4.956342 2.980666 -2.583640 0.0 -1.1 0.3
C -6.282888 2.387584 -2.383862 1.2 -0.5 -1.4
C -7.025876 2.123122 -3.713036 -0.8 -0.1 1.1
O -7.497869 3.251933 -4.348159 0.0 2.1 -0.2
C -8.485451 2.995225 -5.293810 -0.4 0.4 -0.6
H -1.478871 4.975429 -1.105822 0.1 0.1 0.2
H -2.325659 4.858776 0.532495 1.0 0.4 0.1
H -2.537536 6.347165 -0.476217 1.1 0.4 0.3
H -2.890260 4.989092 -2.991292 0.4 -0.9 0.3
H -3.919664 6.125068 -2.247959 -0.4 0.4 -0.8
H -5.196568 4.605228 -3.873703 0.1 0.0 -0.1
H -5.793219 4.893697 -2.272837 -0.7 -0.2 0.2
H -4.484551 2.926215 -1.692263 0.3 -0.5 0.2
H -6.769477 2.988362 -1.615485 -1.0 -0.2 -0.3
H -6.100675 1.374159 -2.026290 -0.1 0.0 0.4
H -7.928996 1.571946 -3.450949 0.0 -0.8 0.2
H -6.458951 1.571766 -4.463195 0.5 -0.5 0.4
H -8.679589 3.896527 -5.875241 0.4 0.1 0.0
H -9.460650 2.756951 -4.869192 0.0 -0.4 0.5
H -8.200279 2.207838 -5.991530 0.1 -0.2 -0.1
C -2.808137 -5.341835 -0.747241 0.3 1.4 1.2
O -3.577446 -4.901743 0.418139 0.1 -0.4 -0.7
C -3.057185 -3.751028 1.087089 0.7 -0.7 -0.6
C -3.916718 -3.239132 2.190494 -1.6 0.4 0.5
N -3.263599 -2.160516 2.867188 0.5 0.0 1.6
C -3.925034 -1.731166 4.128566 2.5 1.4 -1.0
C -3.002020 -0.594687 4.743453 -1.8 0.0 0.2
O -2.836158 0.572358 3.907383 0.1 -0.5 0.7
C -4.007344 1.379650 3.738651 0.6 -0.4 -0.2
H -1.760508 -5.110448 -0.554814 0.3 -0.2 0.1
H -3.057143 -4.753365 -1.630307 -0.4 -0.1 -0.1
H -2.874517 -6.409768 -0.955079 -0.5 0.1 0.4
H -2.932554 -2.900274 0.417166 0.1 0.0 -0.5
H -2.070203 -3.971118 1.493958 0.2 -0.1 0.1
H -4.233621 -3.941124 2.961784 0.4 -0.6 -0.2
H -4.851543 -2.837041 1.799940 -0.5 -0.4 -0.5
H -3.068204 -1.381797 2.254389 -0.1 0.2 0.1
H -3.946228 -2.525741 4.874426 0.0 -0.2 -0.2
H -4.936375 -1.363242 3.955597 -0.3 0.1 0.1
H -2.054505 -0.958629 5.140780 0.4 -0.1 -1.1
H -3.468684 -0.328743 5.691928 -0.5 0.6 0.1
H -4.523842 1.609562 4.670563 -0.2 -0.5 0.2
H -4.637433 0.892560 2.994452 -0.5 0.2 0.2
H -3.719777 2.359076 3.356375 0.4 -0.2 -0.2
```
Positions in Å, forces in eV/Å.